Model 1:
Molecular formula: C5H8N2O
Method: DFT, ωB97M-V/def2-TZVPD

Summary:
Kohn-Sham gap ... 9.550 eV
Structure (SMILES) ... O[C@H]1C=NN2CC[C@H]12
Net charge ... 0
E_HOMO ... -8.6 eV

Each line ends with the Löwdin charge.
Geometry (Å):
O 2.2474 -0.8903 -0.2770  -0.04
C 1.0900 -0.6084 0.3917  -0.32
C 1.2159 1.0807 0.5540  -0.05
N 0.2447 1.5306 -0.0856  0.00
N -0.7446 0.6747 -0.7392  -0.04
C -2.1103 0.3468 0.0867  -0.09
C -1.6890 -1.0374 0.3879  -0.14
C -0.2630 -0.6721 -0.3207  -0.25
H 2.2501 -0.1971 -1.0436  0.16
H 0.9369 -1.0290 1.3685  0.13
H 2.0628 1.6236 0.8831  0.09
H -2.6784 -0.0727 -0.8411  0.14
H -2.3496 1.0426 0.7523  0.06
H -1.6957 -1.1502 1.5044  0.11
H -2.3557 -1.7022 -0.1631  0.10
H -0.1118 -1.4873 -1.0684  0.14

=====

Model 2:
Molecular formula: C5H8N2O
Method: DFT, ωB97M-V/def2-TZVPD

Summary:
Kohn-Sham gap ... 8.529 eV
Structure (SMILES) ... C/N=C(/C)C(N)=C=O
Net charge ... 0
E_HOMO ... -7.9 eV

Each line ends with the Löwdin charge.
Geometry (Å):
C -0.4983 2.1840 -0.2278  -0.17
N 0.3051 1.2505 0.5140  0.00
C 0.5698 0.0163 0.1818  -0.35
C 1.9547 -0.5384 0.2390  -0.02
C -0.5552 -0.8399 0.0002  -0.28
N -0.5120 -2.2164 -0.3150  0.09
C -1.6383 -0.1593 0.4720  -0.11
O -2.7128 0.0953 0.8482  0.20
H -1.0489 1.7235 -1.0629  0.08
H 0.1284 2.9936 -0.6144  0.07
H -1.2329 2.6364 0.4440  0.07
H 2.5461 0.0416 0.9461  0.08
H 1.9605 -1.5851 0.5396  0.07
H 2.4231 -0.4487 -0.7444  0.09
H -0.4197 -2.3999 -1.3066  0.09
H -1.2694 -2.7533 0.0862  0.09

=====

Model 3:
Molecular formula: C5H8N2O
Method: DFT, ωB97M-V/def2-TZVPD

Summary:
Kohn-Sham gap ... 9.539 eV
Structure (SMILES) ... N/N=C\C=C/[C@@H]1CO1
Net charge ... 0
E_HOMO ... -8.7 eV

Each line ends with the Löwdin charge.
Geometry (Å):
N 0.8956 -0.6818 -2.1530  -0.01
N 1.8788 -0.8788 -1.2396  -0.06
C 1.5386 -1.2786 -0.0781  -0.21
C 0.2389 -1.3998 0.6731  -0.07
C -0.6403 -0.3961 0.9223  -0.10
C -0.4968 0.9818 0.5672  -0.24
C -1.3638 1.8933 1.4148  -0.13
O -1.8004 1.5792 0.0891  -0.08
H -0.0063 -0.8732 -1.7497  0.06
H 1.0150 -0.9579 -3.1679  0.12
H 2.3471 -1.4830 0.5805  0.08
H 0.0196 -2.4355 1.0954  0.12
H -1.3875 -0.7423 1.6141  0.11
H 0.4572 1.4080 0.0768  0.17
H -1.1228 3.0089 1.3578  0.13
H -1.9999 1.5619 2.2326  0.11

=====

Model 4:
Molecular formula: C5H8N2O
Method: DFT, ωB97M-V/def2-TZVPD

Summary:
Kohn-Sham gap (spin up / spin down) ... 7.765 / 7.764 eV
Net charge ... 0
E_HOMO (spin up / spin down) ... -8.6 / -8.6 eV

Each line ends with the Löwdin charge.
Geometry (Å):
C 0.2587 -0.0971 -1.6003  -0.13
C -1.0814 -0.0845 -1.1072  0.05
C 0.7929 -0.4915 -0.0644  -0.55
C 1.1985 0.7896 0.6495  -0.17
C -0.7819 -0.8550 0.7919  -0.21
N 1.0270 1.9333 0.1620  0.14
N -1.1814 -0.1462 1.7586  0.10
O 1.4531 -1.5438 0.0382  -0.01
H 1.3308 2.6740 0.7924  0.07
H -1.6809 -0.6908 2.4640  0.06
H 0.6741 0.8648 -1.8796  0.09
H 0.5412 -0.9341 -2.2271  0.11
H 1.6141 0.5613 1.6340  0.13
H -1.4952 0.8532 -0.7585  0.10
H -1.7606 -0.8923 -1.3528  0.10
H -0.9091 -1.9408 0.6992  0.12

=====

Unit: hartree. Relative energies: model 1 0.1024; model 2 0.0000; model 3 0.0498; model 4 0.0836.

=====

Model 1:
Molecular formula: C5H8N2O
Method: DFT, ωB97M-V/def2-TZVPD

Summary:
Kohn-Sham gap ... 9.118 eV
Structure (SMILES) ... C[C@@]12C[C@H]1NN=CO2
Net charge ... 0
E_HOMO ... -8.2 eV

Each line ends with the Löwdin charge.
Geometry (Å):
C 0.6442 -0.4320 1.6135  -0.02
C 0.6960 0.4083 0.3280  -0.38
C 1.9422 -0.0274 -0.5103  0.01
C 0.5455 -0.3230 -0.9849  -0.25
N -0.6044 -1.1891 -0.9202  -0.01
N -1.6077 -0.4460 -0.3657  0.01
C -1.5078 0.7431 0.1074  -0.19
O -0.3306 1.4703 0.3889  -0.03
H 1.0272 0.1744 2.4468  0.09
H 1.2031 -1.3454 1.6294  0.07
H -0.4800 -0.6173 1.7793  0.10
H 2.5224 0.5095 -1.2414  0.09
H 2.5188 -0.8401 -0.0310  0.11
H 0.4173 0.4256 -1.7916  0.15
H -0.5882 -2.1386 -0.6311  0.12
H -2.4122 1.3009 0.4082  0.13

=====

Model 2:
Molecular formula: C5H8N2O
Method: DFT, ωB97M-V/def2-TZVPD

Summary:
Kohn-Sham gap ... 10.213 eV
Structure (SMILES) ... C=NN1CC[C@H]1C=O
Net charge ... 0
E_HOMO ... -9.6 eV

Each line ends with the Löwdin charge.
Geometry (Å):
C 2.7134 -0.5932 0.1279  -0.08
N 1.5028 -1.1429 0.0889  0.02
N 0.4238 -0.2162 -0.5572  -0.08
C 0.9420 1.2797 -0.3827  -0.14
C -0.3808 1.5586 0.4422  -0.08
C -0.6461 0.0351 0.4306  -0.35
C -1.8195 -0.7279 0.0275  -0.20
O -3.0563 -0.4228 -0.1842  -0.01
H 3.6503 -1.1322 0.5959  0.11
H 2.9002 0.1576 -0.6115  0.04
H 0.9093 1.7815 -1.3670  0.10
H 1.9483 1.2972 0.1992  0.10
H -0.4153 1.9186 1.5153  0.12
H -0.9843 1.9809 -0.4895  0.15
H -0.4406 -0.7384 1.3633  0.20
H -1.4577 -1.6820 -0.3268  0.11

=====

Unit: hartree. Relative energies: model 1 0.0000; model 2 0.0439.

=====

Model 1:
Molecular formula: C5H8N2O
Method: DFT, ωB97M-V/def2-TZVPD

Summary:
Kohn-Sham gap ... 10.362 eV
Structure (SMILES) ... [H]/N=C(\C)NC(=O)C=C
Net charge ... 0
E_HOMO ... -9.8 eV

Each line ends with the Löwdin charge.
Geometry (Å):
H 1.8607 -1.8944 -0.0028  0.06
N 1.0215 -1.3253 -0.0029  0.12
C 1.2324 -0.0791 -0.0008  -0.46
C 2.5845 0.5951 0.0016  -0.02
N 0.1994 0.8325 -0.0014  0.13
C -1.1824 0.7091 -0.0016  -0.46
O -1.8374 1.7312 -0.0016  0.07
C -1.7533 -0.6472 -0.0006  -0.08
C -3.0696 -0.8147 0.0013  0.06
H 2.6879 1.2219 0.8863  0.08
H 2.6904 1.2239 -0.8813  0.08
H 3.3819 -0.1442 0.0019  0.08
H 0.4845 1.8060 -0.0013  0.15
H -1.0479 -1.4620 -0.0014  0.06
H -3.7297 0.0385 0.0018  0.07
H -3.5228 -1.7911 0.0027  0.06

=====

Model 2:
Molecular formula: C5H8N2O
Method: DFT, ωB97M-V/def2-TZVPD

Summary:
Kohn-Sham gap ... 10.498 eV
Structure (SMILES) ... C1=NOC[C@@H]2CN2C1
Net charge ... 0
E_HOMO ... -9.6 eV

Each line ends with the Löwdin charge.
Geometry (Å):
C 0.1633 -1.6527 0.1385  -0.10
N -1.0670 -1.7055 -0.2633  0.09
O -1.8333 -0.3845 -0.3272  -0.16
C -1.2681 0.8576 -0.6029  -0.16
C 0.0453 1.2035 0.3495  -0.17
C 1.4656 1.6616 0.0612  -0.13
N 1.0817 0.4066 -0.3113  -0.15
C 1.2773 -0.6225 0.8326  -0.06
H 0.4732 -2.7557 0.0485  0.12
H -0.8669 1.2508 -1.4841  0.09
H -2.2223 1.3859 -0.3751  0.13
H -0.0491 0.8151 1.3004  0.05
H 2.2519 1.7151 0.9164  0.15
H 1.7446 2.1895 -0.7945  0.09
H 0.9755 -0.0953 1.8369  0.15
H 2.1566 -1.0214 0.5179  0.06

=====

Unit: hartree. Relative energies: model 1 0.0000; model 2 0.2763.

=====

Model 1:
Molecular formula: C6H8
Method: DFT, ωB97M-V/def2-TZVPD

Summary:
Kohn-Sham gap ... 9.515 eV
Structure (SMILES) ... C1=CC1.C=C=C
Net charge ... 0
E_HOMO ... -8.4 eV

Each line ends with the Löwdin charge.
Geometry (Å):
C -0.7364 -0.7980 0.4124  -0.17
C 0.4030 -1.4206 0.0338  -0.16
C 0.4290 -0.6993 1.3426  -0.14
H -1.7743 -1.0797 0.5174  0.11
H 0.6826 -2.3927 -0.3472  0.10
H 0.4189 -1.2492 2.2875  0.09
H 0.9675 0.2525 1.3930  0.09
C 1.0581 0.6839 -1.5891  0.01
C -0.0366 1.2208 -1.2143  -0.17
C -1.1568 1.0880 -0.4702  -0.06
H 1.8810 0.9543 -2.2329  0.06
H 1.0728 -0.3757 -1.0162  0.06
H -1.2535 1.6527 0.4562  0.09
H -2.0923 0.8556 -0.9766  0.08

=====

Model 2:
Molecular formula: C6H8
Method: DFT, ωB97M-V/def2-TZVPD

Summary:
Kohn-Sham gap ... 10.493 eV
Structure (SMILES) ... C#C[C@@H]1C[C@@H]1C
Net charge ... 0
E_HOMO ... -9.3 eV

Each line ends with the Löwdin charge.
Geometry (Å):
C 2.5962 0.6235 -0.4187  0.11
C 1.6560 -0.0217 -0.0309  -0.12
C 0.5487 -0.7944 0.4860  -0.27
C -0.5974 -1.2850 -0.3675  -0.09
C -0.8319 -0.1676 0.5945  -0.30
C -1.1130 1.1819 -0.0286  -0.07
H 3.4338 1.1716 -0.7917  0.02
H 0.8437 -1.5524 1.2054  0.13
H -0.5796 -1.0540 -1.4277  0.11
H -0.9686 -2.2696 -0.1028  0.10
H -1.3964 -0.3848 1.5002  0.13
H -0.4799 1.3310 -0.9098  0.08
H -0.9536 2.0245 0.6520  0.08
H -2.1578 1.1970 -0.3605  0.08

=====

Unit: hartree. Relative energies: model 1 0.1200; model 2 0.0000.

=====

Model 1:
Molecular formula: C4H4N2O
Method: DFT, ωB97M-V/def2-TZVPD

Summary:
Kohn-Sham gap ... 7.884 eV
Net charge ... 0
E_HOMO ... -8.0 eV

Each line ends with the Löwdin charge.
Geometry (Å):
O -2.6351 -0.9826 0.6063  0.10
C -1.7511 -0.4045 0.0683  -0.24
C -0.4742 -0.2907 -0.3795  -0.27
C -0.1448 1.0799 -0.1455  -0.18
N 1.1820 1.0995 0.3497  0.08
C 1.6092 -0.1176 0.1691  -0.18
N 0.7216 -1.0193 -0.3723  0.10
H -1.5246 1.1675 0.3380  0.18
H -0.3850 1.9077 -0.8159  0.12
H 2.6284 -0.4293 0.3756  0.13
H 0.7736 -2.0106 -0.1938  0.15

=====

Model 2:
Molecular formula: C4H4N2O
Method: DFT, ωB97M-V/def2-TZVPD

Summary:
Kohn-Sham gap ... 10.110 eV
Structure (SMILES) ... Oc1cncnc1
Net charge ... 0
E_HOMO ... -9.6 eV

Each line ends with the Löwdin charge.
Geometry (Å):
O 1.8955 -0.4300 1.1696  -0.03
C 0.6673 -0.1999 0.4183  -0.27
C 0.6882 0.6956 -0.5949  -0.18
N -0.2637 1.0735 -1.2970  0.11
C -1.3650 0.4880 -0.7956  -0.22
N -1.5514 -0.5836 -0.0064  0.09
C -0.4959 -0.8231 0.7775  -0.09
H 1.7088 -1.3975 1.5162  0.14
H 1.7441 1.0622 -0.8483  0.16
H -2.2978 1.0425 -1.2825  0.14
H -0.5803 -1.6604 1.5502  0.15

=====

Model 3:
Molecular formula: C4H4N2O
Method: DFT, ωB97M-V/def2-TZVPD

Summary:
Kohn-Sham gap ... 8.095 eV
Structure (SMILES) ... N=C=C/N=C\C=O
Net charge ... 0
E_HOMO ... -8.6 eV

Each line ends with the Löwdin charge.
Geometry (Å):
N 2.3351 0.3203 -0.2704  0.20
C 1.5814 -0.5762 -0.0103  -0.11
C 0.6385 -1.5307 0.0636  -0.17
N -0.6950 -1.2399 -0.0165  0.04
C -1.4193 -0.1814 -0.0464  -0.15
C -1.1343 1.2780 -0.0345  -0.24
O -0.0520 1.8275 0.0184  0.02
H 2.4239 1.1954 0.2262  0.09
H 0.8822 -2.5849 0.1762  0.10
H -2.4912 -0.3921 -0.0476  0.09
H -2.0692 1.8840 -0.0588  0.11

=====

Model 4:
Molecular formula: C4H4N2O
Method: DFT, ωB97M-V/def2-TZVPD

Summary:
Kohn-Sham gap ... 9.075 eV
Structure (SMILES) ... [H]/N=c1/cccno1
Net charge ... 0
E_HOMO ... -9.4 eV

Each line ends with the Löwdin charge.
Geometry (Å):
H 3.0228 0.6010 0.1693  0.07
N 2.4368 -0.1534 -0.1712  0.15
C 1.1875 0.0194 -0.1691  -0.35
C 0.1813 -1.0231 -0.0869  -0.01
C -1.1122 -0.6715 0.0049  -0.05
C -1.5517 0.6978 0.0525  -0.15
N -0.7521 1.7039 -0.0001  0.06
O 0.5754 1.4004 -0.2186  -0.06
H 0.4929 -2.0542 0.0775  0.12
H -1.8719 -1.4284 0.1290  0.11
H -2.6087 0.9080 0.2126  0.11

=====

Unit: hartree. Relative energies: model 1 0.0963; model 2 0.0000; model 3 0.0429; model 4 0.0318.

=====

Model 1:
Molecular formula: C3H8NOP
Method: DFT, ωB97M-V/def2-TZVPD

Summary:
Kohn-Sham gap ... 9.177 eV
Structure (SMILES) ... C=NPOCC
Net charge ... 0
E_HOMO ... -8.7 eV

Each line ends with the Löwdin charge.
Geometry (Å):
C 3.6509 0.3108 0.3921  -0.09
N 2.3126 0.3247 0.5917  -0.27
P 1.0341 0.4779 -0.5635  0.81
O -0.2917 0.9520 0.3540  -0.48
C -1.5243 0.2027 0.4562  -0.34
C -2.6252 0.5561 -0.5835  -0.10
H 4.1899 0.4726 1.3544  0.07
H 4.0703 0.4489 -0.5747  0.04
H 1.0958 1.8013 -0.8905  -0.06
H -1.3522 -0.9094 0.4353  0.10
H -1.9601 0.3156 1.4969  0.12
H -3.3445 -0.1864 -0.3536  0.05
H -3.0268 1.6267 -0.3759  0.10
H -2.2995 0.5381 -1.6238  0.06

=====

Model 2:
Molecular formula: C3H8NOP
Method: DFT, ωB97M-V/def2-TZVPD

Summary:
Kohn-Sham gap ... 9.001 eV
Net charge ... 0
E_HOMO ... -8.3 eV

Each line ends with the Löwdin charge.
Geometry (Å):
C 1.5111 0.1490 0.0845  -0.35
C -0.3541 0.2158 -1.1695  -0.12
C -1.2554 -0.8020 -0.4661  -0.57
N 2.1303 1.3629 0.1633  0.14
O 1.6296 -0.9378 0.6568  -0.02
P -1.5494 -0.1826 1.2378  0.76
H 0.0152 -0.0912 -2.0752  0.01
H -0.4120 1.3073 -1.0027  0.05
H -2.1907 -0.8868 -1.1316  0.09
H -0.7289 -1.7882 -0.3883  0.07
H 1.9533 2.2567 -0.2805  0.11
H 2.7450 1.5180 0.8734  0.06
H -0.7983 -1.1518 1.9412  -0.11
H -2.6957 -0.9691 1.5571  -0.12

=====

Unit: hartree. Relative energies: model 1 0.0000; model 2 0.0411.

=====

Model 1:
Molecular formula: CHN3OS
Method: DFT, ωB97M-V/def2-TZVPD

Summary:
Kohn-Sham gap ... 7.151 eV
Net charge ... 0
E_HOMO ... -8.9 eV

Each line ends with the Löwdin charge.
Geometry (Å):
C -0.6482 0.2964 -0.2464  -0.95
H -0.0070 -1.9537 -0.2234  0.37
N -0.0134 1.3101 0.5301  0.08
N 1.0406 0.9429 0.9055  0.10
N 0.3598 -0.4872 -0.2740  -0.16
O 1.2846 -0.4562 0.4803  -0.03
S -2.0164 0.3476 -1.1721  0.58

=====

Model 2:
Molecular formula: CHN3OS
Method: DFT, ωB97M-V/def2-TZVPD

Summary:
Kohn-Sham gap ... 10.487 eV
Net charge ... 0
E_HOMO ... -9.8 eV

Each line ends with the Löwdin charge.
Geometry (Å):
C 1.1895 0.3734 1.1612  -0.89
N -1.0955 0.2210 -0.6010  -0.32
N -1.5329 1.1904 -0.2447  0.21
N -0.4343 -0.6358 -1.1002  0.10
O 0.1663 0.7791 1.5716  0.04
S 2.3990 -0.3484 0.5373  0.79
H -0.6921 -1.5797 -1.3242  0.09

=====

Unit: hartree. Relative energies: model 1 0.2040; model 2 0.0000.

=====

Model 1:
Molecular formula: C2H9NO2
Method: DFT, ωB97M-V/def2-TZVPD

Summary:
Kohn-Sham gap ... 9.133 eV
Structure (SMILES) ... C=CN.O.O
Net charge ... 0
E_HOMO ... -8.3 eV

Each line ends with the Löwdin charge.
Geometry (Å):
C -1.4806 -1.2851 0.7485  -0.03
C -1.1991 0.0084 0.5380  -0.32
N -1.2902 0.7489 -0.6393  0.04
H -2.2373 -1.7942 0.1623  0.04
H -0.8504 -1.9051 1.3710  0.04
H -0.7496 0.5566 1.3625  0.10
H -1.9148 0.3630 -1.3369  0.09
H -1.5010 1.7089 -0.3840  0.09
O 2.3672 0.2259 1.2442  -0.07
H 2.8160 0.9091 1.7513  0.03
H 1.9309 0.7164 0.5363  0.00
O 1.4816 0.2413 -1.6086  -0.07
H 0.6004 0.0426 -1.9487  0.02
H 2.0269 -0.5368 -1.7965  0.05

=====

Model 2:
Molecular formula: C2H9NO2
Method: DFT, ωB97M-V/def2-TZVPD

Summary:
Kohn-Sham gap ... 9.726 eV
Structure (SMILES) ... NCCO.O
Net charge ... 0
E_HOMO ... -8.8 eV

Each line ends with the Löwdin charge.
Geometry (Å):
N -0.1770 -0.3624 -0.0783  -0.05
C 0.4244 -1.6509 0.5030  -0.25
C 0.6817 -2.5999 -0.6027  -0.28
O 2.0507 -3.0330 -0.5616  -0.06
H 0.0592 -0.2708 -1.0125  -0.01
H -1.1417 0.0810 0.2433  0.12
H 1.3456 -1.2961 0.9827  0.10
H -0.2481 -2.1103 1.3412  0.14
H 0.1427 -3.5752 -0.3606  0.13
H 0.4264 -2.1192 -1.6165  0.13
H 1.9093 -3.9294 -0.6909  0.03
O -2.4113 6.6653 0.7213  -0.11
H -3.1357 5.9907 0.9467  0.07
H -1.8697 6.2125 0.0360  0.04

=====

Model 3:
Molecular formula: C2H9NO2
Method: DFT, ωB97M-V/def2-TZVPD

Summary:
Kohn-Sham gap ... 10.589 eV
Structure (SMILES) ... NCO.CO
Net charge ... 0
E_HOMO ... -9.6 eV

Each line ends with the Löwdin charge.
Geometry (Å):
N -2.4448 -1.9047 2.1022  0.02
C -1.9815 -0.5945 1.8410  -0.35
O -0.5807 -0.4841 1.4782  -0.09
H -2.8999 -2.3847 1.3455  0.07
H -2.1305 -2.4276 2.8884  0.07
H -2.1029 0.0442 2.7223  0.11
H -2.5723 -0.1605 1.0358  0.11
H -0.2461 -1.3608 1.7374  0.07
C 2.7643 1.5043 -2.6682  -0.18
O 1.8350 1.7130 -1.6107  -0.10
H 3.7538 1.6832 -2.2201  0.08
H 2.7190 2.1989 -3.5042  0.07
H 2.8762 0.4910 -3.0741  0.07
H 1.0103 1.6824 -2.0734  0.06

=====

Unit: hartree. Relative energies: model 1 0.0000; model 2 0.0291; model 3 0.0039.